The following is a DFT calculation (ωB97M-V/def2-TZVPD) of C24H35N11O4Zr as an isolated structure.

Highest occupied orbital energy   -18.66 eV
Kohn-Sham gap   7.17 eV
Net charge   +4

Each line ends with the Mulliken charge.
Element x y z (Å)
Zr: 0.287 0.065 -0.592  0.72
C: 0.709 -3.206 -1.178  -1.10
O: 1.235 -1.877 -1.437  0.36
C: 2.672 -1.915 -1.592  -0.65
C: 3.084 -0.609 -2.212  -0.72
O: 2.337 0.417 -1.514  -0.21
C: 2.897 1.756 -1.502  -0.70
C: 2.568 2.329 -0.154  -0.64
O: 1.167 2.075 0.115  0.23
C: 0.809 2.688 1.391  -0.87
H: 0.917 -3.842 -2.036  0.32
H: -0.362 -3.114 -1.036  0.29
H: 1.189 -3.615 -0.288  0.35
H: 2.943 -2.749 -2.241  0.61
H: 3.118 -2.059 -0.607  0.22
H: 2.853 -0.563 -3.277  0.28
H: 4.152 -0.439 -2.077  0.63
H: 2.464 2.330 -2.319  0.18
H: 3.977 1.700 -1.637  0.66
H: 2.743 3.406 -0.142  0.59
H: 3.157 1.858 0.635  0.29
H: 0.954 3.764 1.310  0.33
H: 1.446 2.278 2.174  0.37
H: -0.233 2.472 1.600  0.19
N: -1.617 -1.977 2.999  0.20
C: -0.857 -1.634 1.988  -0.87
N: -1.024 -0.538 1.259  0.97
C: -2.092 0.304 1.585  0.00
N: -2.349 1.354 0.863  -1.67
N: -1.493 1.476 -0.212  1.84
C: -1.741 2.452 -1.005  -1.04
C: -0.996 2.515 -2.253  0.74
C: -1.264 3.472 -3.214  -0.94
C: -0.624 3.380 -4.447  -0.60
C: 0.235 2.317 -4.670  -0.87
C: 0.463 1.409 -3.645  -0.24
N: -0.114 1.506 -2.444  1.04
C: -2.927 0.000 2.731  0.70
C: -3.977 0.831 3.144  -0.56
C: -4.745 0.470 4.230  -0.89
C: -4.487 -0.720 4.918  -0.49
C: -3.455 -1.555 4.530  -0.99
C: -2.686 -1.179 3.439  0.03
H: -1.421 -2.841 3.491  0.37
H: -0.041 -2.303 1.745  0.51
H: -2.536 3.157 -0.781  0.56
H: -1.972 4.264 -3.008  0.58
H: -0.811 4.114 -5.220  0.49
H: 0.729 2.186 -5.623  0.53
H: 1.136 0.577 -3.798  0.27
H: -4.171 1.749 2.608  0.53
H: -5.555 1.109 4.552  0.48
H: -5.100 -0.993 5.766  0.46
H: -3.257 -2.475 5.065  0.47
N: 4.809 -1.325 3.166  -0.29
C: 3.770 -0.883 3.867  0.60
N: 3.890 -0.636 5.155  -0.35
N: 2.550 -0.659 3.323  -0.69
C: 2.203 -0.607 2.114  0.69
N: 1.706 -0.529 1.047  -0.21
H: 5.703 -1.496 3.603  0.24
H: 4.704 -1.633 2.216  0.13
H: 4.742 -0.813 5.668  0.22
H: 3.105 -0.263 5.665  0.24
C: -1.398 -2.332 -4.059  -0.60
N: -2.494 -1.707 -3.321  -0.26
C: -2.381 -1.081 -2.164  0.59
N: -3.460 -0.585 -1.558  -0.32
O: -1.218 -0.949 -1.617  -0.61
H: -1.569 -2.190 -5.122  0.38
H: -1.352 -3.400 -3.850  0.32
H: -0.459 -1.859 -3.783  0.03
H: -3.422 -1.821 -3.706  0.24
H: -4.387 -0.708 -1.937  0.25
H: -3.375 -0.099 -0.680  0.04